1.
Molecular formula: C29H26BeClN5OSi
Method: DFT, ωB97M-V/def2-TZVPD

```
64
C29H26BeClN5OSi, DFT ωB97M-V/def2-TZVPD
Be -0.03 -0.10 -0.13
Cl 5.94 3.48 0.21
C 4.61 2.40 -0.05
C 4.86 1.03 -0.11
C 3.82 0.16 -0.29
C 2.47 0.61 -0.38
O 1.53 -0.22 -0.53
C 2.25 2.03 -0.33
C 0.94 2.54 -0.47
N -0.09 1.77 -0.41
C -1.38 2.16 -0.61
C -1.91 3.44 -0.50
C -3.27 3.65 -0.71
C -4.10 2.62 -1.09
C -3.59 1.31 -1.21
C -4.38 0.20 -1.58
C -3.80 -1.05 -1.57
C -2.46 -1.18 -1.20
N -1.68 -0.16 -0.89
C -2.23 1.07 -0.91
C 3.34 2.90 -0.18
H 5.87 0.66 -0.01
H 3.98 -0.91 -0.33
H 0.83 3.60 -0.70
H -1.29 4.27 -0.22
H -3.68 4.64 -0.58
H -5.15 2.79 -1.26
H -5.42 0.34 -1.86
H -4.37 -1.93 -1.83
H -2.01 -2.16 -1.17
H 3.16 3.97 -0.15
C 1.58 0.65 2.83
Si -0.10 -0.04 2.19
C -1.38 1.24 2.85
C -0.33 -1.52 3.43
H 1.62 0.67 3.92
H 1.77 1.66 2.48
H 2.41 0.03 2.49
H -1.38 1.27 3.94
H -2.39 0.99 2.53
H -1.17 2.24 2.49
H -0.39 -1.15 4.45
H 0.51 -2.21 3.38
H -1.24 -2.08 3.24
N -0.28 -10.88 1.32
C -0.22 -9.78 1.00
C -0.13 -8.43 0.61
C 0.14 -8.11 -0.72
C 0.23 -6.78 -1.11
C 0.06 -5.76 -0.18
C -0.22 -6.09 1.15
C -0.32 -7.41 1.54
N 0.18 -4.42 -0.57
C 0.57 -3.95 -1.81
C 0.52 -2.60 -1.74
N 0.11 -2.22 -0.50
C -0.08 -3.32 0.18
H 0.28 -8.90 -1.45
H 0.42 -6.55 -2.14
H -0.37 -5.32 1.89
H -0.53 -7.66 2.57
H 0.83 -4.59 -2.62
H 0.76 -1.87 -2.49
H -0.39 -3.33 1.20
```

Which charges does Löwdin predict for the atoms? In e, they are:
1 Be 0.019
2 Cl 0.647
3 C -0.682
4 C -0.092
5 C 0.005
6 C -0.324
7 O -0.091
8 C -0.142
9 C -0.016
10 N 0.073
11 C -0.199
12 C 0.004
13 C -0.066
14 C -0.029
15 C -0.143
16 C 0.012
17 C -0.031
18 C -0.071
19 N 0.104
20 C -0.129
21 C -0.064
22 H 0.105
23 H 0.119
24 H 0.141
25 H 0.111
26 H 0.108
27 H 0.112
28 H 0.120
29 H 0.109
30 H 0.100
31 H 0.113
32 C -0.231
33 Si 0.607
34 C -0.251
35 C -0.266
36 H 0.017
37 H 0.008
38 H 0.011
39 H 0.010
40 H 0.003
41 H 0.000
42 H 0.011
43 H 0.003
44 H -0.004
45 N 0.167
46 C -0.194
47 C -0.236
48 C -0.011
49 C 0.002
50 C -0.166
51 C 0.009
52 C -0.007
53 N -0.003
54 C -0.027
55 C -0.104
56 N 0.025
57 C -0.100
58 H 0.125
59 H 0.104
60 H 0.109
61 H 0.126
62 H 0.108
63 H 0.117
64 H 0.116



2.
68
Properties=species:S:1:pos:R:3 method="wB97M-V/def2-TZVPD" total_charge=+1 e_above_lowest_kj_mol=34.3
Pd -0.27 -0.20 0.51
Cl -2.49 -7.16 1.76
C -2.08 -5.49 1.73
C -1.46 -4.93 0.63
Cl -1.08 -5.91 -0.73
C -1.13 -3.57 0.61
Cl -0.33 -2.91 -0.78
C -1.44 -2.73 1.67
O -1.18 -1.43 1.74
C -2.05 -3.31 2.78
Cl -2.39 -2.29 4.13
C -2.37 -4.67 2.82
Cl -3.12 -5.32 4.21
O 1.06 0.13 1.99
S 1.33 -0.60 3.31
C 2.98 0.05 3.60
C 3.08 1.57 3.34
C 3.81 1.95 2.05
C 3.21 1.48 0.73
S 1.77 2.33 -0.06
O 0.89 1.18 -0.55
C 0.89 3.19 1.22
C -0.46 2.94 1.41
C -1.17 3.71 2.32
C -0.54 4.72 3.02
C 0.80 5.00 2.79
C 1.52 4.25 1.87
C 0.41 0.30 4.55
C -0.83 0.79 4.19
C -1.61 1.42 5.14
C -1.15 1.55 6.45
C 0.09 1.04 6.80
C 0.88 0.40 5.85
H 3.61 -0.52 2.91
H 3.28 -0.24 4.60
H 3.62 2.02 4.17
H 2.08 2.01 3.36
H 4.81 1.51 2.08
H 3.97 3.02 2.04
H 2.85 0.45 0.78
H 3.96 1.54 -0.06
H -0.96 2.17 0.83
H -2.23 3.51 2.47
H -1.10 5.31 3.74
H 1.28 5.81 3.31
H 2.54 4.51 1.66
H -1.20 0.65 3.17
H -2.58 1.80 4.87
H -1.76 2.04 7.19
H 0.45 1.13 7.82
H 1.84 0.00 6.14
C -1.63 1.22 -3.44
S -1.04 -0.18 -2.49
O -1.58 0.15 -1.09
C -2.10 -1.44 -3.14
C -1.58 -2.30 -4.09
C -2.38 -3.32 -4.59
C -3.67 -3.47 -4.11
C -4.18 -2.61 -3.15
C -3.39 -1.58 -2.65
H -2.69 1.37 -3.20
H -1.51 0.99 -4.49
H -1.03 2.08 -3.15
H -0.55 -2.19 -4.42
H -1.98 -4.00 -5.33
H -4.29 -4.27 -4.49
H -5.19 -2.74 -2.78
H -3.76 -0.92 -1.88



| no. | lowest unoccupied orbital energy (eV) | HOMO level (eV) |
| --- | --- | --- |
| 1 | -0.91 | -6.4 |
| 2 | -3.15 | -10.2 |